13
Properties=species:S:1:pos:R:3:forces:R:3 method="wB97M-V/def2-TZVPD" e_tot_ev=-6785.719 relative_energy_ev=2.794 orbital_gap_ev=10.42 total_charge=0
C -0.643 2.110 1.235 0.115 -0.366 -0.218
C -0.320 1.108 0.649 -0.103 0.372 0.250
C 0.086 -0.082 -0.082 -0.086 0.129 -0.085
C -0.006 0.023 -1.588 0.003 -0.029 -0.037
C -0.091 -1.391 0.603 -0.237 -0.172 0.061
N 1.243 -0.832 0.427 0.238 0.130 0.147
H -0.935 2.997 1.753 0.056 -0.166 -0.088
H 0.592 0.867 -1.948 -0.084 -0.112 0.056
H -1.043 0.170 -1.905 0.143 -0.009 0.051
H 0.383 -0.893 -2.041 -0.063 0.108 0.076
H -0.535 -1.382 1.595 0.057 0.006 -0.132
H -0.306 -2.273 0.004 0.034 0.156 0.062
H 1.575 -0.422 1.298 -0.074 -0.048 -0.142

---

13
Properties=species:S:1:pos:R:3:forces:R:3 method="wB97M-V/def2-TZVPD" e_tot_ev=-6781.588 relative_energy_ev=6.925 orbital_gap_ev=8.50 total_charge=0
C -0.751 -0.875 -0.245 -0.625 1.646 -0.886
C -1.999 0.649 -0.017 4.418 -1.611 4.818
C -0.404 0.581 -0.137 -1.727 0.066 0.212
C 0.393 -0.588 0.534 3.639 0.722 0.458
C 2.092 -0.420 -0.239 -5.024 1.177 3.875
N -2.039 -0.815 -0.098 -1.045 -1.691 0.789
H -2.181 1.123 1.013 -0.615 -1.217 -1.335
H -2.417 1.140 -0.763 -2.006 2.353 -3.368
H -0.001 1.285 -0.801 1.330 0.338 -0.820
H 0.391 -0.789 1.651 0.155 0.138 -1.357
H 1.878 -0.625 -1.209 -0.300 0.354 -3.055
H 2.611 -1.196 0.147 1.799 -2.416 1.376
H 2.428 0.528 0.164 -0.001 0.141 -0.706

---

13
Properties=species:S:1:pos:R:3:forces:R:3 method="wB97M-V/def2-TZVPD" e_tot_ev=-6784.438 relative_energy_ev=4.074 orbital_gap_ev=9.93 total_charge=0
C 1.221 -0.517 -0.193 0.049 -0.362 0.024
C -0.077 -0.084 -0.933 -0.778 -0.854 0.230
C -1.250 -0.582 0.037 0.123 -0.122 -0.993
N -0.653 0.081 1.201 -0.518 2.331 -0.951
C -0.072 1.163 -0.049 -1.058 -0.315 1.223
C 0.719 0.396 0.913 0.914 -0.104 0.264
H 1.279 -1.583 0.030 0.220 -0.009 0.053
H 2.173 -0.125 -0.567 -0.368 -0.098 -0.341
H -0.206 -0.090 -2.022 0.125 -0.049 0.454
H -1.679 -1.585 0.269 0.927 0.099 -0.496
H -2.094 0.025 -0.296 -0.264 -0.284 0.091
H -0.610 2.098 -0.149 0.345 -0.050 0.366
H 1.249 0.804 1.759 0.284 -0.182 0.077